DFT (ωB97M-V/def2-TZVPD) results for a cluster of 5 separate species, C37H80F6NO7P2S2 in total in a non-equilibrium geometry.

Summary:
Strongest force on any atom = 2.43 eV Å⁻¹
E_tot = -4117.32317 hartree
Highest occupied orbital energy = -11.014 eV
Spin multiplicity = 1
Net charge = +1

CARTESIAN COORDINATES (ANGSTROEM)
C1 -1.048 -2.105 6.092
C2 -1.149 -0.797 5.366
O1 -0.334 0.065 5.460
N1 -2.048 -0.774 4.181
H1 -1.578 -0.227 3.452
H2 -2.177 -1.721 3.754
C3 -3.381 -0.055 4.381
H3 -0.372 -1.872 6.923
H4 -0.429 -2.854 5.596
H5 -1.972 -2.541 6.460
H6 -3.136 0.945 4.033
H7 -3.643 -0.055 5.433
H8 -4.155 -0.441 3.730
C4 1.981 -2.035 5.746
C5 2.187 -1.390 4.383
C6 2.557 -2.427 3.314
C7 2.565 -1.803 1.906
P1 2.528 -3.006 0.528
C8 0.821 -3.591 0.292
C9 0.654 -4.678 -0.790
C10 -0.769 -5.208 -0.787
C11 -1.420 -5.748 0.500
C12 2.967 -2.165 -1.042
C13 2.177 -0.944 -1.479
C14 2.457 -0.452 -2.924
C15 1.953 -1.504 -3.914
C16 3.636 -4.374 0.920
C17 5.101 -3.938 1.053
C18 6.071 -5.078 1.129
C19 7.479 -4.686 1.639
H9 1.149 -2.749 5.682
H10 1.588 -1.399 6.541
H11 2.864 -2.564 6.100
H12 3.068 -0.743 4.463
H13 1.392 -0.706 4.083
H14 1.921 -3.316 3.350
H15 3.564 -2.753 3.585
H16 3.467 -1.206 1.781
H17 1.613 -1.310 1.676
H18 0.230 -2.678 0.178
H19 0.482 -4.053 1.224
H20 1.317 -5.538 -0.652
H21 0.831 -4.302 -1.800
H22 -0.847 -5.981 -1.560
H23 -1.407 -4.407 -1.178
H24 -1.455 -4.924 1.214
H25 -0.884 -6.622 0.864
H26 -2.454 -5.972 0.255
H27 2.799 -3.030 -1.696
H28 4.015 -1.874 -1.143
H29 2.397 -0.110 -0.806
H30 1.099 -1.043 -1.343
H31 3.536 -0.366 -3.080
H32 2.049 0.528 -3.161
H33 2.657 -2.341 -3.917
H34 1.962 -1.195 -4.963
H35 0.952 -1.878 -3.701
H36 3.407 -5.212 0.259
H37 3.177 -4.717 1.857
H38 5.195 -3.277 1.919
H39 5.366 -3.301 0.201
H40 6.220 -5.682 0.233
H41 5.748 -5.786 1.904
H42 8.241 -5.392 1.318
H43 7.503 -4.701 2.728
H44 7.675 -3.688 1.239
C20 2.756 2.475 0.925
C21 1.406 3.170 0.786
C22 1.019 3.592 -0.631
C23 -0.323 4.360 -0.577
P2 -1.175 4.474 -2.181
C24 -2.799 5.173 -1.811
C25 -3.690 4.481 -0.815
C26 -4.482 3.274 -1.271
C27 -5.231 2.602 -0.143
C28 -1.264 2.852 -3.029
C29 -2.277 2.806 -4.188
C30 -2.303 1.350 -4.717
C31 -3.197 1.194 -5.966
C32 -0.181 5.548 -3.287
C33 -0.028 7.000 -2.822
C34 0.668 7.978 -3.827
C35 1.660 7.268 -4.744
H45 3.622 3.046 0.599
H46 2.775 1.494 0.438
H47 2.837 2.158 1.969
H48 1.434 4.061 1.421
H49 0.624 2.535 1.207
H50 0.973 2.758 -1.337
H51 1.846 4.190 -1.030
H52 -0.082 5.326 -0.130
H53 -1.038 3.839 0.056
H54 -3.331 5.458 -2.723
H55 -2.484 6.134 -1.382
H56 -4.365 5.204 -0.343
H57 -3.159 4.162 0.088
H58 -3.841 2.546 -1.779
H59 -5.144 3.430 -2.135
H60 -4.602 2.004 0.515
H61 -5.991 1.962 -0.600
H62 -5.801 3.213 0.564
H63 -1.598 2.089 -2.327
H64 -0.258 2.602 -3.366
H65 -2.060 3.457 -5.044
H66 -3.246 3.218 -3.901
H67 -2.723 0.743 -3.913
H68 -1.312 0.979 -4.970
H69 -2.613 1.529 -6.826
H70 -4.129 1.749 -5.924
H71 -3.341 0.121 -6.086
H72 -0.844 5.508 -4.168
H73 0.760 5.169 -3.679
H74 0.609 6.972 -1.929
H75 -0.989 7.412 -2.515
H76 1.133 8.798 -3.287
H77 -0.227 8.308 -4.360
H78 2.417 6.762 -4.142
H79 2.201 7.919 -5.430
H80 1.079 6.589 -5.369
C36 -2.339 -0.807 -0.935
F1 -3.470 -0.266 -1.404
F2 -2.581 -2.007 -0.463
F3 -1.463 -0.859 -1.949
S1 -1.700 0.353 0.426
O2 -0.335 -0.107 0.704
O3 -1.730 1.701 -0.123
O4 -2.674 0.085 1.458
C37 -4.466 -3.771 2.205
F4 -4.318 -4.559 1.155
F5 -4.375 -2.484 1.859
F6 -5.690 -3.957 2.697
S2 -3.293 -4.124 3.651
O5 -4.054 -3.610 4.772
O6 -3.069 -5.564 3.687
O7 -2.089 -3.319 3.403

Cartesian forces, eV/Å:
0.14 0.45 1.61
1.12 -1.79 -1.18
-0.59 0.83 0.26
-0.81 0.92 -0.37
0.05 -0.10 -0.01
-0.07 -0.83 0.35
0.91 0.51 -0.22
-0.64 0.04 0.29
-1.06 0.19 -0.84
-0.17 0.00 -0.32
-0.46 0.22 0.33
-0.14 -0.17 -0.03
0.14 -0.45 0.12
-1.02 -0.59 0.07
0.89 0.35 0.20
-0.11 0.29 -0.05
-0.21 -1.29 -0.32
-0.08 0.88 -0.04
0.72 -0.51 0.36
-0.29 0.06 0.07
-1.15 -0.20 -0.73
0.63 1.03 -0.78
0.11 -0.68 -0.26
-0.75 1.50 0.19
0.15 -1.27 -0.08
0.50 -0.26 -0.60
-0.73 0.04 0.07
-0.35 0.35 -0.67
1.23 -1.46 1.50
-0.63 0.39 -0.38
1.06 -0.27 -0.22
0.68 0.54 -0.24
0.08 0.05 -0.03
-0.07 0.17 -0.03
-0.22 -0.41 -0.02
-0.23 0.11 0.09
0.02 -0.27 -0.24
-0.31 0.49 -0.17
0.29 0.79 0.34
-0.19 -0.14 -0.33
0.17 0.25 0.22
0.27 0.26 0.28
0.21 0.17 0.07
0.20 -0.02 0.03
-0.05 0.06 0.15
0.02 -0.41 0.44
-0.16 0.01 0.31
0.01 -0.35 0.17
0.14 0.26 -0.44
0.18 -0.47 0.44
0.22 -0.14 0.12
-0.08 -0.36 -0.14
0.07 0.14 0.13
-0.30 0.05 0.48
-0.25 -0.20 0.17
-0.07 0.37 0.15
-0.05 0.07 0.18
0.50 0.15 -0.37
0.43 0.00 0.25
0.05 -0.19 0.16
-0.01 -0.06 -0.05
-0.57 0.38 -0.33
-0.49 -0.10 -0.32
0.00 0.08 -0.22
0.00 0.41 0.00
0.57 -0.05 0.27
-0.51 -1.03 0.38
0.15 -0.03 -0.10
0.06 -0.14 -0.03
0.56 -0.41 -0.44
1.36 -0.66 0.33
0.47 1.23 -0.40
-0.48 -0.50 1.19
0.04 -0.35 -0.96
-0.74 -0.66 0.26
-0.59 0.65 -0.01
0.70 -0.02 -0.93
-1.64 0.79 0.09
1.24 -0.28 0.29
-1.68 0.56 -0.84
1.26 -0.01 0.83
-1.17 -0.98 -0.02
-0.33 0.29 0.05
-0.04 0.15 0.11
-0.10 0.27 -0.48
0.43 0.48 0.11
-0.08 0.12 -0.09
0.01 -0.10 -0.12
-0.19 -0.35 0.39
-0.26 0.42 -0.03
-0.53 0.28 -0.27
0.17 -0.13 0.21
0.04 -0.25 -0.11
-0.13 0.02 0.03
-0.16 0.22 -0.58
0.50 -0.14 -0.28
0.48 -0.20 0.68
-0.33 0.90 0.42
0.29 -0.21 -0.28
0.16 -0.28 0.23
0.16 0.66 -0.45
0.26 0.15 0.39
0.05 0.00 -0.03
0.67 0.06 0.15
-0.22 -0.70 0.37
0.20 -0.22 0.05
0.20 0.14 0.24
-0.26 0.11 -0.16
-0.12 -0.15 0.12
-0.47 0.10 -0.25
0.15 0.26 -0.20
0.01 -0.62 0.64
-0.18 -0.04 0.15
0.02 0.06 -0.02
-0.20 0.09 0.04
0.60 0.69 -0.59
-0.05 -0.29 -0.16
-0.15 0.27 0.13
0.42 -0.34 -0.01
0.32 1.93 0.77
-0.15 -0.28 -0.17
0.10 -0.44 -0.13
0.10 -0.36 -0.13
0.71 -0.52 -0.42
-0.61 -0.14 -0.05
-0.24 -0.41 -0.16
0.03 0.15 0.56
0.00 -0.15 1.63
0.28 0.13 -0.36
0.23 0.10 -0.43
-0.29 -0.15 -0.28
-0.60 -1.78 1.08
0.17 0.43 -0.28
-0.06 1.48 -0.69
0.44 0.28 -0.78

These are the Mulliken partial charges, in e, on atoms 1 to 99:
1. C -1.287
2. C 0.717
3. O -0.522
4. N 1.088
5. H 0.011
6. H -0.212
7. C -0.777
8. H 0.540
9. H 0.211
10. H 0.473
11. H 0.383
12. H 0.426
13. H 0.155
14. C -1.582
15. C -0.263
16. C -0.963
17. C -0.140
18. P 0.786
19. C 0.003
20. C -0.499
21. C -0.598
22. C -0.543
23. C -1.375
24. C 1.875
25. C -0.686
26. C -1.239
27. C -1.154
28. C -0.599
29. C -0.597
30. C -1.276
31. H 0.189
32. H 0.397
33. H 0.469
34. H 0.354
35. H 0.283
36. H 0.556
37. H 0.217
38. H 0.828
39. H -0.162
40. H -0.391
41. H 0.585
42. H 0.325
43. H 0.171
44. H 0.468
45. H 0.087
46. H -0.289
47. H 0.312
48. H 0.409
49. H 0.409
50. H 0.638
51. H -1.193
52. H -0.241
53. H 0.497
54. H 0.148
55. H 0.366
56. H 0.432
57. H 0.216
58. H 0.576
59. H 0.707
60. H 0.280
61. H 0.275
62. H 0.425
63. H 0.326
64. H 0.382
65. H 0.315
66. H 0.318
67. C -1.176
68. C -0.045
69. C -0.535
70. C -0.953
71. P 1.280
72. C -1.307
73. C -0.650
74. C 0.605
75. C -1.552
76. C 0.399
77. C -1.048
78. C 0.030
79. C -1.465
80. C -1.009
81. C -0.800
82. C -0.493
83. C -1.131
84. H 0.433
85. H -0.068
86. H 0.417
87. H 0.421
88. H -0.096
89. H -0.051
90. H 0.496
91. H 0.896
92. H 0.298
93. H 0.464
94. H 0.532
95. H 0.598
96. H 0.131
97. H -0.382
98. H 0.510
99. H 0.153